1.
Molecular formula: C6H9F3N2O
Method: DFT, the ωB97M-V functional and the def2-TZVPD basis

Results
orbital gap (alpha / beta) = 6.2 / 8.2 eV
⟨S²⟩ = 2.01
energy above the lowest of the compared OMol25 structures with the same formula, charge and spin = 76.3 kcal per mole
HOMO (alpha / beta) = -5.47 / -10.55 eV
multiplicity = 3

Each line ends with the Löwdin spin population.
Geometry (Å):
F1 4.45 -0.41 0.39  0.00
F2 3.89 1.68 0.04  0.00
F3 3.49 0.06 -1.47  0.00
O1 1.83 1.14 1.27  0.10
N1 0.31 -1.16 1.11  0.79
N2 1.53 -0.96 0.45  0.17
C1 -1.99 1.47 -0.13  0.02
C2 -0.62 -0.28 1.08  0.62
C3 -0.60 0.91 0.27  0.13
C4 2.11 0.19 0.60  0.05
C5 3.53 0.42 -0.18  0.01
C6 2.00 -2.16 -0.27  0.01
H1 3.08 -1.92 -0.52  0.00
H2 -2.52 0.76 -0.74  0.00
H3 0.04 1.56 0.83  0.03
H4 -2.52 1.79 0.71  0.00
H5 2.28 -2.87 0.51  0.00
H6 1.24 -2.61 -1.05  0.00
H7 -1.32 -0.42 1.88  0.05
H8 -1.82 2.21 -0.97  0.00
H9 -0.16 0.72 -0.66  0.01

2.
Molecular formula: C6H9F3O4P
Method: DFT, the ωB97M-V functional and the def2-TZVPD basis

Results
SMILES = CC1(C)O[P@@](=O)([O-])O[C@@]1(C)C(F)(F)F
orbital gap = 8.6 eV
net charge = -1
energy above the lowest of the compared OMol25 structures with the same formula, charge and spin = 12.2 kcal per mole
HOMO = -5.31 eV

Each line ends with the Löwdin charge.
Geometry (Å):
P1 2.49 0.07 -0.02  0.30
F1 -2.33 -1.25 0.06  0.12
F2 -1.07 -2.74 -0.87  0.07
F3 -0.78 -2.19 1.25  0.16
O1 2.96 0.22 -1.42  -0.35
O2 3.39 0.14 1.16  -0.34
O3 1.45 -1.29 0.01  -0.21
O4 1.24 1.25 0.17  -0.14
C1 -0.32 0.48 1.94  -0.01
C2 -0.12 -0.59 -0.32  -0.20
C3 -1.01 1.79 -0.15  0.00
C4 -0.02 -0.64 -1.88  -0.02
C5 0.01 0.76 0.42  -0.59
C6 -1.04 -1.69 0.07  -0.56
H1 -0.09 -0.59 2.35  0.11
H2 -0.85 2.72 0.22  0.04
H3 0.21 1.26 2.50  0.09
H4 0.12 -1.60 -2.32  0.06
H5 0.93 -0.06 -2.29  0.11
H6 -0.77 1.93 -1.17  0.07
H7 -0.99 -0.11 -2.17  0.10
H8 -1.34 0.60 2.24  0.06
H9 -2.07 1.52 0.23  0.12

3.
Molecular formula: C6H9FN2
Method: DFT, the ωB97M-V functional and the def2-TZVPD basis

Results
SMILES = CC(C)(F)n1ccnc1
orbital gap = 9.6 eV
energy above the lowest of the compared OMol25 structures with the same formula, charge and spin = 8.3 kcal per mole
HOMO = -8.86 eV

Each line ends with the Löwdin charge.
Geometry (Å):
F1 -0.17 1.77 1.08  0.02
N1 -0.65 -0.27 0.07  -0.03
N2 -2.57 -1.13 -0.41  0.05
C1 1.50 0.14 1.39  0.02
C2 0.42 0.72 0.38  -0.52
C3 -0.37 -1.50 -0.49  -0.06
C4 -1.62 -1.99 -0.77  -0.17
C5 -1.96 -0.07 0.09  -0.14
C6 0.96 1.29 -0.88  -0.02
H1 1.43 2.31 -0.61  0.12
H2 1.75 1.05 2.05  0.12
H3 0.18 1.70 -1.50  0.08
H4 0.44 -1.92 -0.96  0.09
H5 -2.22 0.86 0.39  0.10
H6 0.81 -0.45 2.03  0.09
H7 1.66 0.72 -1.58  0.12
H8 2.33 -0.43 1.15  0.05
H9 -1.90 -2.81 -1.43  0.10

4.
Molecular formula: C6H9FN2O4S
Method: DFT, the ωB97M-V functional and the def2-TZVPD basis

Results
SMILES = CN1C(=O)N(C)S(=O)(=O)[C@](C)(F)C1=O
orbital gap = 10.0 eV
HOMO = -10.25 eV

Each line ends with the Löwdin charge.
Geometry (Å):
S1 1.54 -0.21 0.73  0.77
F1 0.44 -0.78 -1.71  0.07
O1 -1.76 -1.84 0.65  0.13
O2 1.12 -0.31 2.09  -0.27
O3 2.93 -0.30 0.40  -0.27
O4 -0.91 2.46 -0.39  0.12
N1 0.93 1.23 0.06  -0.17
N2 -1.23 0.33 0.33  0.01
C1 1.86 2.22 -0.46  -0.04
C2 -0.41 1.42 -0.04  -0.50
C3 0.24 -1.42 -0.53  -0.32
C4 -2.50 0.68 0.95  0.01
C5 0.63 -2.86 -0.54  0.00
C6 -1.00 -1.01 0.20  -0.43
H1 1.52 -2.99 -1.16  0.10
H2 2.61 1.70 -1.06  0.09
H3 -2.65 1.75 0.85  0.09
H4 1.30 2.93 -1.07  0.10
H5 -3.31 0.14 0.46  0.10
H6 -0.19 -3.47 -0.94  0.10
H7 0.83 -3.19 0.47  0.10
H8 -2.48 0.40 2.01  0.11
H9 2.34 2.74 0.36  0.10

5.
Molecular formula: C6H9FN3O2S
Method: DFT, the ωB97M-V functional and the def2-TZVPD basis

Results
SMILES = CNS(=O)(=O)c1[nH]ccc(=[NH2+])c1F
orbital gap = 9.4 eV
net charge = +1
energy above the lowest of the compared OMol25 structures with the same formula, charge and spin = 14.7 kcal per mole
HOMO = -13.85 eV

Each line ends with the Löwdin charge.
Geometry (Å):
S1 0.01 -1.00 1.94  0.67
F1 0.81 -1.12 -1.39  0.10
O1 0.17 0.10 2.81  -0.24
O2 -1.03 -2.02 2.13  -0.28
N1 1.40 -1.77 1.55  -0.20
N2 -1.73 0.66 0.65  0.09
N3 -0.17 0.88 -3.19  0.19
C1 -0.01 -0.13 -0.96  -0.13
C2 -0.63 -0.14 0.36  -0.06
C3 2.63 -0.99 1.49  -0.07
C4 -0.61 0.73 -1.91  -0.18
C5 -1.73 1.59 -1.54  0.04
C6 -2.19 1.56 -0.25  -0.03
H1 2.64 -0.57 0.54  0.05
H2 -1.96 2.34 -2.23  0.11
H3 0.47 0.21 -3.60  0.13
H4 3.50 -1.70 1.68  0.14
H5 -3.23 2.06 0.05  0.20
H6 -0.47 1.63 -3.79  0.13
H7 1.41 -2.84 1.82  0.19
H8 2.54 -0.31 2.21  0.03
H9 -1.81 0.82 1.61  0.13

6.
Molecular formula: C6H9FO4
Method: DFT, the ωB97M-V functional and the def2-TZVPD basis

Results
SMILES = COC[C@H](CC(=O)F)OC=O
orbital gap = 10.5 eV
HOMO = -10.45 eV

Each line ends with the Löwdin charge.
Geometry (Å):
F1 -2.26 -2.72 1.12  -0.05
O1 0.27 1.40 0.54  -0.24
O2 1.29 -2.11 2.22  -0.03
O3 -1.38 -0.67 2.04  0.01
O4 1.23 -1.90 -0.17  -0.09
C1 -0.49 2.54 -0.06  -0.12
C2 1.02 0.70 -0.56  -0.15
C3 0.48 -0.82 -0.84  -0.24
C4 1.80 -1.49 1.12  -0.11
C5 -1.17 -0.93 -0.61  -0.02
C6 -1.59 -1.39 0.91  -0.14
H1 2.19 0.79 -0.44  0.14
H2 -0.97 3.23 0.79  0.12
H3 -1.37 2.20 -0.75  0.09
H4 0.76 1.32 -1.54  0.13
H5 -1.73 0.06 -0.96  0.13
H6 2.69 -0.71 1.25  0.17
H7 0.62 -1.01 -2.01  0.17
H8 -1.58 -1.78 -1.34  0.14
H9 0.19 3.26 -0.71  0.10

7.
Molecular formula: C6H9FSi
Method: DFT, the ωB97M-V functional and the def2-TZVPD basis

Results
SMILES = C=C[Si](F)(C=C)C=C
orbital gap = 10.8 eV
energy above the lowest of the compared OMol25 structures with the same formula, charge and spin = 25.6 kcal per mole
HOMO = -10.02 eV

Each line ends with the Löwdin charge.
Geometry (Å):
Si1 0.14 0.09 0.46  0.54
F1 0.54 0.53 2.02  -0.19
C1 -1.26 1.38 -0.02  -0.20
C2 -0.62 -2.44 -0.34  -0.06
C3 -0.32 -1.66 0.68  -0.22
C4 1.55 0.15 -0.75  -0.23
C5 -2.39 1.73 0.59  -0.07
C6 2.69 0.82 -0.68  -0.05
H1 -2.99 2.45 0.09  0.04
H2 -0.79 -3.50 -0.18  0.06
H3 -0.22 -2.20 1.65  0.08
H4 3.36 0.66 -1.57  0.07
H5 1.53 -0.68 -1.44  0.05
H6 3.10 1.48 0.12  0.07
H7 -2.69 1.45 1.63  0.07
H8 -0.41 -2.07 -1.28  0.02
H9 -1.19 1.80 -0.99  0.03

8.
Molecular formula: C6H9I
Method: DFT, the ωB97M-V functional and the def2-TZVPD basis

Results
SMILES = C[C@H]1[C@@]2(C)C[C@]12I
orbital gap = 8.3 eV
energy above the lowest of the compared OMol25 structures with the same formula, charge and spin = 40.2 kcal per mole
HOMO = -7.76 eV

Each line ends with the Löwdin charge.
Geometry (Å):
I1 1.46 0.66 -2.70  0.74
C1 0.20 1.85 0.67  -0.08
C2 0.63 -0.40 -1.02  -0.62
C3 -1.29 -1.60 -0.06  -0.07
C4 1.30 -0.37 0.31  -0.18
C5 -0.81 -0.27 -0.50  -0.35
C6 0.05 0.44 0.43  -0.32
H1 1.32 -1.37 0.79  0.09
H2 -0.48 -2.12 0.54  0.10
H3 -0.79 2.37 0.57  0.10
H4 -2.17 -1.57 0.53  0.06
H5 -1.50 0.28 -1.13  0.14
H6 -1.49 -2.24 -0.92  0.09
H7 0.92 2.35 0.07  0.05
H8 2.24 0.12 0.61  0.12
H9 0.41 1.87 1.80  0.12

9.
Molecular formula: C6H9I
Method: DFT, the ωB97M-V functional and the def2-TZVPD basis

Results
orbital gap (alpha / beta) = 6.1 / 6.3 eV
⟨S²⟩ = 2.01
energy above the lowest of the compared OMol25 structures with the same formula, charge and spin = 41.9 kcal per mole
HOMO (alpha / beta) = -5.29 / -9.52 eV
multiplicity = 3

Each line ends with the Löwdin spin population.
Geometry (Å):
I1 1.61 1.29 2.04  1.29
C1 -0.46 -0.29 0.52  0.07
C2 -3.11 -0.24 0.37  0.01
C3 1.85 -1.08 0.07  0.03
C4 -1.64 -0.35 0.46  0.07
C5 0.99 0.21 0.20  0.44
C6 1.25 1.11 -1.03  0.03
H1 2.84 -0.84 -0.08  0.01
H2 1.76 -1.64 0.99  0.00
H3 -3.42 -0.17 1.46  0.01
H4 0.58 2.01 -1.03  0.00
H5 2.23 1.69 -1.18  0.01
H6 -3.39 0.58 -0.28  0.00
H7 1.01 0.47 -1.89  0.01
H8 1.57 -1.69 -0.72  0.01
H9 -3.67 -1.05 0.10  0.00

10.
Molecular formula: C6H9I2OSr
Method: DFT, the ωB97M-V functional and the def2-TZVPD basis

Results
orbital gap = 4.8 eV
net charge = +1
energy above the lowest of the compared OMol25 structures with the same formula, charge and spin = 16.2 kcal per mole
HOMO = -10.35 eV

Each line ends with the Löwdin charge.
Geometry (Å):
I1 3.77 -0.89 -0.30  0.82
I2 2.00 1.02 -2.85  0.80
Sr1 -1.17 -3.29 -0.82  1.60
O1 -0.24 1.47 0.41  -0.22
C1 0.76 -1.51 0.53  -0.23
C2 0.97 -0.12 -1.34  -0.82
C3 1.64 -0.78 -0.42  -0.86
C4 -0.56 -0.19 -1.36  -0.27
C5 -1.21 0.95 -0.49  -0.24
C6 -0.72 1.50 1.75  -0.11
H1 0.30 -0.83 1.25  0.08
H2 -1.47 1.76 -1.20  0.13
H3 -0.85 -0.03 -2.41  0.03
H4 1.33 -2.33 1.01  0.08
H5 -0.93 0.49 2.13  0.08
H6 0.08 1.93 2.38  0.10
H7 0.01 -1.91 -0.17  -0.17
H8 -1.61 2.15 1.88  0.10
H9 -2.12 0.61 0.02  0.10

| no. | strongest force on any atom (eV Å⁻¹) |
| --- | --- |
| 1 | 7.7 |
| 2 | 6.7 |
| 3 | 5.2 |
| 4 | 3.2 |
| 5 | 4.9 |
| 6 | 10.3 |
| 7 | 2.8 |
| 8 | 3.9 |
| 9 | 5.9 |
| 10 | 2.2 |